#P
DFT (ωB97M-V/def2-TZVPD) results for a cluster of 2 separate species, C6H12N3 in total.

```
21
C6H12N3, DFT ωB97M-V/def2-TZVPD
C 0.80 0.21 3.15
C 0.79 0.69 1.78
C -0.75 -1.33 -1.40
C 1.04 0.49 -1.72
C -1.27 1.15 -1.11
C -0.31 0.07 -1.25
N 0.32 -1.00 3.20
N 0.06 -1.31 1.94
N 0.33 -0.30 1.05
H 1.06 0.71 4.00
H 1.20 1.59 1.47
H 0.10 -1.95 -1.27
H -1.52 -1.52 -0.52
H -1.30 -1.43 -2.37
H 0.70 0.88 -2.77
H 1.42 1.28 -1.05
H 1.79 -0.22 -1.68
H -0.98 1.77 -1.88
H -2.27 0.84 -1.10
H -1.12 1.71 -0.12
H -0.09 -2.33 1.63
```

Values from the calculation:
HOMO energy: -13.994 eV
Total charge: +1
HOMO-LUMO gap: 8.8 eV

***

#Q
DFT (ωB97M-V/def2-TZVPD) results for the ion C6H12N3 with charge +1.

```
21
C6H12N3, DFT ωB97M-V/def2-TZVPD
C 0.95 2.93 -0.23
N 0.26 2.01 0.26
C -0.01 0.83 0.77
C 0.13 0.58 2.21
N -1.07 0.17 0.13
C -0.97 -0.53 -0.87
C -2.07 -1.12 -1.57
C 0.51 -0.84 -1.30
N 1.34 -0.48 -0.20
H 2.02 2.84 -0.57
H 0.55 3.96 -0.38
H 0.99 0.82 2.76
H -0.01 -0.45 2.11
H -0.80 1.07 2.72
H -1.61 -1.97 -2.09
H -2.43 -0.38 -2.33
H -2.84 -1.47 -0.91
H 0.61 -1.82 -1.67
H 0.64 -0.20 -2.19
H 1.62 -1.34 0.23
H 2.08 0.10 -0.37
```

Values from the calculation:
HOMO energy: -13.867 eV
Structure (SMILES): C=[N+]=C(C)/N=C(/C)CN
Total charge: +1
HOMO-LUMO gap: 10.4 eV

***

Which one sits at the top of the stability order? #Q does.

***

#P
DFT (ωB97M-V/def2-TZVPD) results for the ion C5H16NSi with charge +1.

```
23
C5H16NSi, DFT ωB97M-V/def2-TZVPD
C -0.15 2.12 1.50
C 0.23 1.81 0.07
C -0.45 0.34 -0.47
Si -0.14 0.00 -2.37
N -0.07 -0.87 0.40
C 1.39 -1.31 0.33
C -1.10 -1.97 0.62
H -1.28 2.26 1.47
H 0.27 3.12 1.83
H 0.06 1.32 2.11
H 1.24 1.59 -0.01
H -0.19 2.43 -0.61
H -1.43 0.38 -0.23
H 1.41 0.31 -2.52
H -1.03 0.95 -3.15
H -0.21 -1.43 -2.47
H 0.08 -0.26 1.22
H 1.51 -1.70 -0.78
H 1.96 -0.44 0.31
H 1.75 -2.07 0.93
H -1.51 -2.23 -0.43
H -0.51 -2.72 1.04
H -1.85 -1.62 1.20
```

Values from the calculation:
HOMO energy: -14.881 eV
Structure (SMILES): CC[C@@H]([SiH3])[NH+](C)C
Total charge: +1
HOMO-LUMO gap: 12.1 eV

***

#Q
DFT (ωB97M-V/def2-TZVPD) results for a cluster of 2 separate species, C5H16NSi in total.

```
23
C5H16NSi, DFT ωB97M-V/def2-TZVPD
C 1.91 -1.03 -0.18
C -1.66 -1.22 1.32
C -1.32 -0.81 -1.97
C 1.60 0.18 0.63
C 0.45 0.91 0.06
N 0.35 2.28 0.67
Si -1.31 0.02 -0.23
H 1.00 -1.62 -0.35
H 2.55 -1.75 0.36
H 2.48 -0.93 -1.07
H -2.69 -1.19 1.08
H -1.31 -2.16 0.88
H -1.36 -1.18 2.35
H -1.26 -1.90 -1.88
H -2.26 -0.55 -2.42
H -0.45 -0.56 -2.61
H 1.21 -0.40 1.52
H 2.38 1.02 0.76
H 0.89 1.70 -1.37
H 0.20 2.30 1.74
H 1.22 2.85 0.64
H -0.53 2.72 0.26
H -2.11 1.30 -0.17
```

Values from the calculation:
HOMO energy: -13.958 eV
Total charge: +1
HOMO-LUMO gap: 10.2 eV

***

Which one sits at the top of the stability order? #P does.

***

#P
DFT (ωB97M-V/def2-TZVPD) results for a cluster of 8 separate species, C24H48O24 in total.

```
96
C24H48O24, DFT ωB97M-V/def2-TZVPD
C 3.12 0.31 -1.60
O 3.93 -0.63 -0.85
C 5.10 -0.29 -0.33
O 5.57 0.80 -0.28
O 5.66 -1.36 0.23
C 6.99 -1.22 0.74
H 2.42 -0.33 -2.13
H 3.68 0.91 -2.32
H 2.66 1.09 -0.99
H 6.95 -0.43 1.49
H 7.72 -0.99 -0.04
H 7.21 -2.15 1.26
C 0.72 3.95 -1.01
O 1.71 4.92 -0.80
C 2.93 4.94 -1.39
O 3.49 4.09 -2.04
O 3.46 6.14 -0.99
C 4.68 6.60 -1.47
H 1.00 2.96 -0.65
H 0.35 4.00 -2.03
H -0.21 4.26 -0.53
H 5.43 6.77 -0.69
H 4.58 7.51 -2.05
H 5.23 5.88 -2.08
C -5.87 0.61 -3.46
O -6.58 0.05 -2.37
C -6.59 0.68 -1.12
O -5.94 1.68 -0.78
O -7.42 -0.05 -0.29
C -7.54 0.48 1.00
H -4.89 0.82 -3.05
H -6.36 1.56 -3.70
H -5.75 -0.05 -4.32
H -6.70 0.33 1.68
H -8.25 -0.13 1.55
H -7.98 1.48 1.07
C 2.65 -2.86 1.30
O 2.65 -1.67 2.08
C 3.33 -1.64 3.23
O 4.12 -2.53 3.66
O 2.96 -0.57 3.81
C 3.33 -0.30 5.13
H 1.87 -2.87 0.55
H 2.50 -3.74 1.93
H 3.68 -2.99 0.95
H 2.92 0.65 5.48
H 4.41 -0.31 5.30
H 2.80 -1.03 5.75
C -2.33 -2.00 3.77
O -1.31 -2.88 3.30
C -0.34 -3.43 4.14
O 0.66 -4.00 3.81
O -0.77 -3.31 5.46
C 0.02 -3.65 6.53
H -2.65 -2.23 4.78
H -3.15 -2.22 3.09
H -1.97 -0.98 3.62
H 0.57 -2.77 6.85
H 0.58 -4.51 6.16
H -0.63 -3.79 7.40
C -1.29 -4.00 -0.24
O -1.30 -3.60 -1.62
C -2.29 -2.87 -2.26
O -3.24 -2.27 -1.67
O -1.99 -2.86 -3.53
C -2.95 -2.31 -4.49
H -1.60 -5.03 -0.07
H -2.05 -3.41 0.28
H -0.41 -3.64 0.29
H -2.56 -2.21 -5.51
H -3.35 -1.37 -4.11
H -3.84 -2.93 -4.54
C -1.71 1.32 -2.97
O -0.32 1.34 -3.07
C 0.27 2.09 -4.07
O -0.44 2.65 -4.95
O 1.60 1.91 -4.01
C 2.43 2.52 -4.96
H -2.19 1.17 -3.94
H -2.14 2.25 -2.60
H -1.91 0.50 -2.27
H 2.11 2.24 -5.96
H 3.46 2.20 -4.79
H 2.51 3.61 -4.93
C -3.67 -0.29 0.52
O -2.39 -0.55 1.13
C -1.33 0.19 0.74
O -1.42 1.22 0.00
O -0.29 -0.21 1.41
C 0.73 0.68 1.75
H -3.68 0.15 -0.48
H -4.21 0.39 1.17
H -4.23 -1.23 0.54
H 1.56 0.65 1.04
H 1.14 0.44 2.73
H 0.57 1.76 1.68
```

Values from the calculation:
HOMO energy: -10.375 eV
Structure (SMILES): COC(=O)OC.COC(=O)OC.COC(=O)OC.COC(=O)OC.COC(=O)OC.COC(=O)OC.COC(=O)OC.COC(=O)OC
HOMO-LUMO gap: 10.9 eV

***

#Q
DFT (ωB97M-V/def2-TZVPD) results for a cluster of 8 separate species, C24H48O24 in total.

```
96
C24H48O24, DFT ωB97M-V/def2-TZVPD
C -6.72 0.24 0.00
O -7.34 -0.30 1.18
C -8.32 0.30 1.83
O -8.61 1.43 1.63
O -8.94 -0.35 2.82
C -9.65 0.31 3.87
H -6.01 -0.35 -0.55
H -6.55 1.21 0.22
H -7.51 0.40 -0.81
H -8.97 1.01 4.35
H -9.81 -0.50 4.56
H -10.37 0.79 3.54
C -3.42 -0.84 1.56
O -2.67 -1.59 0.68
C -1.41 -1.11 0.31
O -0.88 -0.16 0.86
O -0.75 -1.79 -0.69
C 0.53 -1.29 -1.02
H -3.20 -1.07 2.56
H -4.51 -0.94 1.37
H -3.30 0.20 1.37
H 0.87 -1.33 -0.19
H 0.49 -0.38 -1.49
H 1.02 -1.90 -1.76
C 4.15 -0.23 -2.97
O 4.69 0.01 -1.77
C 6.03 0.43 -1.57
O 6.85 0.65 -2.53
O 6.35 0.76 -0.32
C 7.56 1.31 -0.07
H 5.11 -0.90 -3.28
H 4.05 0.65 -3.52
H 3.28 -0.85 -2.83
H 7.55 1.63 0.98
H 7.78 2.08 -0.80
H 8.34 0.67 -0.26
C -1.43 0.97 -3.54
O -1.18 0.00 -4.57
C 0.03 -0.41 -4.75
O 1.13 -0.02 -4.29
O 0.02 -1.32 -5.80
C 1.12 -2.18 -6.12
H -2.46 1.33 -3.38
H -0.56 1.74 -3.87
H -1.04 0.61 -2.55
H 2.12 -1.78 -6.01
H 1.01 -2.33 -7.15
H 1.24 -3.05 -5.50
C -0.18 2.04 3.17
O -0.47 3.57 3.36
C -1.05 4.04 4.63
O -1.54 3.16 5.37
O -1.00 5.31 4.87
C -1.30 5.71 6.12
H 0.58 1.73 3.76
H -0.02 2.15 2.02
H -1.20 1.62 3.19
H -0.94 6.84 6.23
H -0.78 5.08 6.88
H -2.48 5.66 6.11
C 4.05 -1.57 1.10
O 5.43 -1.98 1.27
C 6.11 -1.87 2.44
O 5.57 -1.36 3.49
O 7.39 -2.44 2.50
C 8.25 -2.34 3.65
H 3.43 -2.16 1.60
H 3.63 -1.62 0.09
H 3.66 -0.69 1.61
H 8.27 -1.19 3.81
H 9.15 -2.86 3.50
H 7.74 -2.93 4.40
C 4.90 -5.07 -2.33
O 3.68 -5.50 -2.82
C 2.54 -4.73 -2.41
O 2.73 -3.62 -1.81
O 1.45 -5.14 -2.94
C 0.22 -4.69 -2.45
H 4.97 -3.90 -2.53
H 5.68 -5.63 -2.79
H 5.06 -5.28 -1.17
H -0.11 -3.61 -2.67
H 0.02 -4.80 -1.37
H -0.55 -5.38 -3.00
C -1.81 2.77 -0.10
O -3.03 2.71 -0.72
C -4.06 3.59 -0.43
O -4.03 4.34 0.54
O -5.14 3.22 -1.20
C -6.32 4.02 -1.18
H -1.24 2.04 -0.36
H -1.93 2.61 0.97
H -1.23 3.67 -0.51
H -6.01 5.09 -1.10
H -6.97 3.66 -0.31
H -6.84 4.00 -2.22
```

Values from the calculation:
HOMO energy: -10.222 eV
Structure (SMILES): COC(=O)OC.COC(=O)OC.COC(=O)OC.COC(=O)OC.COC(=O)OC.COC(=O)OC.COC(=O)OC.COC(=O)OC
HOMO-LUMO gap: 10.6 eV

***

Which one sits at the top of the stability order? #P does.

***

#P
DFT (ωB97M-V/def2-TZVPD) results for a cluster of 2 separate species, C12H16N2O in total.

```
31
C12H16N2O, DFT ωB97M-V/def2-TZVPD
C -2.65 1.38 -0.97
C -1.89 0.36 -1.85
C -1.93 -1.00 -1.13
C -1.63 -2.15 -1.88
N -1.89 -3.25 -1.03
C -2.18 -2.76 0.22
N -2.18 -1.38 0.16
H -2.21 2.35 -1.02
H -2.42 1.35 0.13
H -3.62 1.51 -1.32
H -2.25 0.09 -2.88
H -0.88 0.63 -2.11
H -1.46 -2.20 -2.90
H -1.48 -4.14 -1.24
H -2.37 -3.20 1.20
C -0.18 1.95 2.72
C 0.95 1.46 1.73
C 2.26 1.72 2.09
C 3.14 1.32 1.11
C 2.82 0.78 -0.11
O 3.85 0.10 -0.74
C 1.46 0.39 -0.53
C 0.58 0.69 0.57
H 0.14 1.45 3.70
H -1.08 1.49 2.38
H 0.00 3.04 2.72
H 2.49 2.50 2.87
H 4.25 1.63 1.17
H 3.54 -0.42 -1.57
H 1.12 0.12 -1.54
H -0.54 0.61 0.57
```

Values from the calculation:
HOMO energy: -7.908 eV
Structure (SMILES): CCc1c[nH]cn1.Cc1ccc(O)cc1
HOMO-LUMO gap: 8.6 eV

***

#Q
DFT (ωB97M-V/def2-TZVPD) results for a cluster of 2 separate species, C12H16N2O in total.

```
31
C12H16N2O, DFT ωB97M-V/def2-TZVPD
C -3.08 0.95 1.10
C -1.87 1.25 0.27
C -1.36 2.48 -0.06
N -0.40 2.32 -1.05
C -0.42 1.02 -1.50
C 0.08 0.31 -2.62
C -0.06 -1.04 -2.66
C -0.66 -1.78 -1.61
C -1.49 -1.10 -0.74
C -1.25 0.30 -0.60
H -3.89 0.82 0.40
H -3.18 1.45 2.06
H -2.92 -0.06 1.55
H -1.51 3.45 0.37
H 0.00 3.09 -1.55
H 0.46 0.77 -3.52
H 0.06 -1.59 -3.58
H -0.54 -2.85 -1.53
H -2.20 -1.58 -0.09
C 2.26 -2.00 0.45
C 1.48 -1.16 1.47
C 2.39 -0.08 1.98
N 1.96 1.23 1.79
O 3.49 -0.27 2.46
H 2.69 -2.94 0.78
H 2.91 -1.25 -0.02
H 1.65 -2.48 -0.33
H 0.55 -0.80 1.01
H 1.23 -1.80 2.33
H 2.58 1.97 2.05
H 1.05 1.36 1.37
```

Values from the calculation:
HOMO energy: -8.208 eV
Structure (SMILES): Cc1c[nH]c2ccccc12.CCC(N)=O
HOMO-LUMO gap: 8.9 eV

***

#R
DFT (ωB97M-V/def2-TZVPD) results for a cluster of 2 separate species, C12H16N2O in total.

```
31
C12H16N2O, DFT ωB97M-V/def2-TZVPD
C 1.50 3.41 0.05
C 0.82 2.21 -0.49
C 1.16 1.62 -1.68
N 0.17 0.76 -2.15
C -0.86 0.73 -1.16
C -2.13 0.23 -1.19
C -3.01 0.51 -0.15
C -2.45 1.06 1.02
C -1.16 1.49 1.16
C -0.39 1.49 -0.03
H 1.38 3.48 1.15
H 1.13 4.19 -0.58
H 2.58 3.27 0.12
H 2.00 1.80 -2.31
H 0.05 0.34 -3.02
H -2.47 -0.38 -2.01
H -4.09 0.42 -0.05
H -3.08 1.02 1.94
H -0.77 1.60 2.14
C 1.43 -3.18 -0.48
C 0.15 -2.48 0.04
C 0.08 -2.23 1.59
N 1.18 -1.49 2.07
O -0.92 -2.31 2.27
H 1.27 -3.44 -1.55
H 1.58 -4.24 -0.10
H 2.38 -2.62 -0.42
H -0.08 -1.56 -0.62
H -0.66 -3.20 -0.01
H 1.25 -1.16 3.01
H 1.96 -1.35 1.43
```

Values from the calculation:
HOMO energy: -7.739 eV
Structure (SMILES): Cc1c[nH]c2ccccc12.CCC(N)=O
HOMO-LUMO gap: 8.4 eV

***

Which one sits at the top of the stability order? #Q does.

***

#P
DFT (ωB97M-V/def2-TZVPD) results for a cluster of 2 separate species, C2H9O2 in total.

```
13
C2H9O2, DFT ωB97M-V/def2-TZVPD
O 1.23 -1.47 -0.98
H -0.22 -0.91 -0.46
H 2.04 -0.91 -1.04
H 1.36 -2.29 -1.56
C -0.70 0.56 1.00
O -1.05 -0.41 -0.09
C 0.29 1.57 0.40
H -0.40 -0.08 1.98
H -1.72 1.04 1.15
H -1.81 -0.13 -0.63
H 0.14 2.53 0.95
H 0.25 1.86 -0.68
H 1.35 1.15 0.44
```

Values from the calculation:
HOMO energy: -16.868 eV
Total charge: +1
HOMO-LUMO gap: 13.2 eV

***

#Q
DFT (ωB97M-V/def2-TZVPD) results for a cluster of 2 separate species, C2H9O2 in total.

```
13
C2H9O2, DFT ωB97M-V/def2-TZVPD
O 1.75 1.66 -1.22
H 0.79 1.05 -0.43
H 1.58 1.85 -2.21
H 2.51 0.97 -1.13
C -0.40 -0.74 -0.18
O 0.16 0.65 0.32
C -1.24 -1.19 1.07
H -0.92 -0.57 -1.17
H 0.37 -1.32 -0.30
H -0.19 1.44 0.72
H -2.21 -0.79 0.95
H -1.29 -2.32 1.57
H -0.91 -0.69 2.00
```

Values from the calculation:
HOMO energy: -16.706 eV
Total charge: +1
HOMO-LUMO gap: 12.9 eV

***

Which one sits at the top of the stability order? #P does.

***

#P
DFT (ωB97M-V/def2-TZVPD) results for the molecule C5H8FNS.

```
16
C5H8FNS, DFT ωB97M-V/def2-TZVPD
F -0.46 -2.11 1.84
C -0.42 -1.42 0.68
C 0.80 -0.65 0.30
C 0.94 -0.27 -1.19
N -0.39 0.29 -1.55
C -0.90 0.92 -0.33
C -0.37 0.08 0.87
S -0.40 0.71 2.54
H -1.04 -1.87 -0.08
H 1.73 -0.82 0.79
H 1.69 0.52 -1.27
H 1.26 -1.10 -1.89
H -0.34 0.98 -2.31
H -0.54 1.97 -0.16
H -2.01 1.01 -0.46
H 0.45 1.76 2.23
```

Values from the calculation:
HOMO energy: -8.955 eV
Structure (SMILES): F[C@@H]1[C@H]2CNC[C@@]12S
HOMO-LUMO gap: 9.7 eV

***

#Q
DFT (ωB97M-V/def2-TZVPD) results for a structure of composition C5H8FNS.

```
16
C5H8FNS, DFT ωB97M-V/def2-TZVPD
C -1.58 1.69 0.06
C -0.46 1.11 -0.15
C -2.16 -0.89 0.26
C 0.95 1.44 -0.18
C 0.18 -1.54 0.22
N -0.85 -0.66 0.45
F -2.46 -1.58 -1.06
S -3.01 0.78 0.27
H -1.86 2.70 -0.14
H -2.74 -1.41 0.98
H 1.23 2.01 -1.14
H 1.60 0.54 -0.17
H 1.17 2.13 0.72
H 0.50 -1.77 -0.82
H 0.95 -1.39 0.83
H -0.09 -2.53 0.47
```

Values from the calculation:
HOMO energy: -8.517 eV
HOMO-LUMO gap: 9.2 eV

***

Which one sits at the top of the stability order? #P does.